C8H8NO2PS | ωB97M-V with the def2-TZVPD basis set

Summary:
highest occupied orbital energy = -8.11 eV
HOMO-LUMO gap = 8.06 eV
SMILES = COC(=O)c1pc(C)c2sccn12

The geometry in ORCA input format:
```
! RIJCOSX wB97M-V def2-TZVPD def2/J DEFGRID3
* xyz 0 1
S -0.988 -2.592 1.837
P -0.834 1.518 0.512
O 1.103 2.156 -1.449
O 1.792 0.025 -2.041
N 0.158 -0.918 0.190
C 1.777 2.577 -2.627
C -2.609 0.123 2.329
C 0.839 -2.117 0.047
C -1.473 0.127 1.394
C 0.358 -3.115 0.838
C 1.145 0.744 -1.358
C 0.280 0.391 -0.272
C -0.829 -1.040 1.099
H -3.476 -0.486 2.006
H 0.972 2.995 -3.386
H 1.667 -2.187 -0.604
H -2.477 -0.169 3.469
H -3.129 1.129 2.324
H 2.685 3.277 -2.363
H 2.336 1.693 -2.939
H 0.702 -4.131 0.995
*
```

=====

C8H8NO3P | ωB97M-V with the def2-TZVPD basis set

Summary:
energy above the lowest of the compared OMol25 structures with the same formula, charge and spin = 0.646 eV
highest occupied orbital energy = 0.55 eV
HOMO-LUMO gap = 5.54 eV

The geometry in ORCA input format:
```
! RIJCOSX wB97M-V def2-TZVPD def2/J DEFGRID3
* xyz -2 1
P -2.049 2.491 -0.185
O -1.582 3.608 -1.137
O -2.724 1.173 -1.042
O -3.008 2.810 0.877
N -1.149 0.106 0.954
C 1.037 -0.111 0.078
C -0.165 -2.216 0.645
C 0.632 1.278 -0.267
C -0.193 -0.732 0.561
C 0.929 -2.928 0.210
C 2.094 -0.907 -0.335
C -0.568 1.630 0.516
C 2.093 -2.295 -0.298
H 0.516 1.499 -1.298
H 1.538 1.984 -0.218
H 0.895 -4.050 0.382
H -0.962 -2.780 1.289
H 2.859 -2.790 -0.918
H -2.434 0.541 -0.373
H 2.792 -0.376 -0.992
H -0.551 2.063 1.551
*
```

=====

C8H8NO5S | ωB97M-V with the def2-TZVPD basis set

Summary:
energy above the lowest of the compared OMol25 structures with the same formula, charge and spin = 0.417 eV
highest occupied orbital energy = -3.33 eV
HOMO-LUMO gap = 6.00 eV

The geometry in ORCA input format:
```
! RIJCOSX wB97M-V def2-TZVPD def2/J DEFGRID3
* xyz -1 1
S 1.618 -1.171 -0.973
O 0.874 0.618 -2.634
O -3.698 -1.940 2.371
O 0.031 2.379 -0.489
O -1.371 -1.790 1.547
O -2.055 -2.446 3.820
N -0.522 0.065 0.371
C -0.328 -0.722 -0.709
C -1.033 -0.488 1.565
C -0.400 1.498 0.551
C 1.838 -0.052 -2.334
C -2.626 -2.063 2.875
C -1.267 0.551 2.429
C 3.143 0.206 -2.880
C -0.916 1.763 1.747
H 3.315 -0.422 -3.741
H 3.972 -0.168 -2.245
H -1.487 0.447 3.439
H 0.388 1.888 -1.293
H -0.746 -1.707 -0.573
H -0.735 -0.400 -1.689
H -1.221 2.755 2.081
H 3.226 1.199 -3.235
*
```

=====

C8H8O2S | ωB97M-V with the def2-TZVPD basis set

Summary:
energy above the lowest of the compared OMol25 structures with the same formula, charge and spin = 5.648 eV
highest occupied orbital energy (alpha / beta) = -9.18 / -9.18 eV
HOMO-LUMO gap (alpha / beta) = 7.96 / 7.96 eV

The geometry in ORCA input format:
```
! RIJCOSX wB97M-V def2-TZVPD def2/J DEFGRID3
* xyz 0 1
S 0.421 0.760 2.737
O 0.679 0.267 4.046
O -0.105 2.101 2.567
C -0.040 1.694 -1.837
C 0.643 -1.737 1.936
C -0.341 -0.018 -0.196
C -0.395 0.714 -2.846
C -0.028 1.312 -0.494
C -0.655 -0.971 -1.126
C -0.130 -0.522 1.762
C -0.772 -0.547 -2.484
H 0.048 -2.647 1.837
H -0.526 1.146 -3.834
H 1.391 -1.699 1.182
H -0.715 -1.198 -3.354
H 0.235 2.096 0.247
H -0.924 -1.943 -0.883
H 0.169 2.693 -2.246
H 1.047 -1.503 2.986
*
```

=====

C8H8O3 | ωB97M-V with the def2-TZVPD basis set

Summary:
energy above the lowest of the compared OMol25 structures with the same formula, charge and spin = 3.994 eV
highest occupied orbital energy = -8.09 eV
HOMO-LUMO gap = 8.26 eV
SMILES = CC(=O)c1cc(O)ccc1O

The geometry in ORCA input format:
```
! RIJCOSX wB97M-V def2-TZVPD def2/J DEFGRID3
* xyz 0 1
O -1.200 2.393 0.029
O 2.894 -1.255 -0.287
O -2.740 0.146 -0.929
C -1.831 -0.375 -0.185
C -2.188 -1.750 0.525
C 1.141 1.879 -0.024
C 0.609 -0.774 -0.245
C -0.488 0.068 -0.248
C 1.870 -0.395 -0.233
C 2.207 0.960 -0.005
C -0.238 1.521 -0.016
H 2.532 -2.236 -0.510
H -1.030 3.363 0.065
H 3.176 1.515 0.075
H -1.843 -2.659 -0.150
H 1.395 2.716 0.273
H 0.448 -1.776 -0.400
H -3.292 -1.862 0.787
H -1.421 -1.480 1.477
*
```

=====

C8H8O3 | ωB97M-V with the def2-TZVPD basis set

Summary:
energy above the lowest of the compared OMol25 structures with the same formula, charge and spin = 7.996 eV
highest occupied orbital energy = -7.04 eV
HOMO-LUMO gap = 7.14 eV

The geometry in ORCA input format:
```
! RIJCOSX wB97M-V def2-TZVPD def2/J DEFGRID3
* xyz 0 1
O 2.665 1.444 -0.570
O 2.168 -1.521 -0.751
O -1.324 -0.401 -1.626
C 1.490 -0.653 -0.250
C -0.707 -0.806 -0.610
C -2.264 0.731 -1.401
C 0.639 1.508 0.557
C 1.602 0.676 -0.041
C 0.025 -2.130 1.482
C -0.064 2.363 1.040
C -0.024 -1.208 0.348
H -3.281 0.658 -1.804
H -0.861 -2.678 1.572
H -1.737 1.542 -1.887
H -0.602 3.075 1.611
H -2.461 1.028 -0.382
H 0.801 -2.882 1.128
H 0.483 -1.799 2.488
H 3.449 1.052 -0.904
*
```

=====

C8H8O4 | ωB97M-V with the def2-TZVPD basis set

Summary:
energy above the lowest of the compared OMol25 structures with the same formula, charge and spin = 2.515 eV
highest occupied orbital energy = -8.64 eV
HOMO-LUMO gap = 8.70 eV
SMILES = COC(=O)c1cc(O)ccc1O

The geometry in ORCA input format:
```
! RIJCOSX wB97M-V def2-TZVPD def2/J DEFGRID3
* xyz 0 1
O 1.990 -1.093 0.360
O -0.965 3.814 0.320
O -2.093 -1.287 -0.922
O -0.299 -2.227 0.123
C -0.906 -3.480 -0.351
C -0.198 0.179 -0.026
C 1.833 1.259 0.592
C 1.158 0.094 0.324
C -0.200 2.578 0.217
C -0.982 -1.116 -0.453
C 1.243 2.496 0.403
C -0.978 1.407 -0.013
H -1.791 -3.583 0.185
H -2.066 1.275 -0.140
H 2.873 1.361 0.798
H -1.419 -3.449 -1.415
H -0.176 4.408 0.233
H -0.320 -4.291 -0.372
H 1.844 3.461 0.410
H 1.451 -1.807 -0.273
*
```

=====

C8H8OS2 | ωB97M-V with the def2-TZVPD basis set

Summary:
energy above the lowest of the compared OMol25 structures with the same formula, charge and spin = 2.980 eV
highest occupied orbital energy (alpha / beta) = -6.41 / -6.90 eV
HOMO-LUMO gap (alpha / beta) = 6.34 / 6.66 eV

The geometry in ORCA input format:
```
! RIJCOSX wB97M-V def2-TZVPD def2/J DEFGRID3
* xyz 0 1
S 0.967 -1.820 -2.498
S 0.943 1.202 0.573
O -2.131 0.048 -1.753
C 2.528 -0.611 -0.811
C -1.022 -0.584 1.348
C 0.250 -0.578 -1.429
C -1.027 -0.279 -1.534
C 1.268 -0.028 -0.578
C 2.539 -1.526 -1.807
C -0.611 0.824 1.152
C -1.578 1.933 1.364
H 3.379 -2.045 -2.222
H -2.026 1.876 2.356
H -2.394 1.880 0.635
H -1.721 -0.638 2.183
H 3.401 -0.310 -0.262
H -1.527 -1.022 0.473
H -1.082 2.894 1.254
H -0.158 -1.215 1.557
*
```

=====

C8H9BS2 | ωB97M-V with the def2-TZVPD basis set

Summary:
energy above the lowest of the compared OMol25 structures with the same formula, charge and spin = 2.062 eV
highest occupied orbital energy = -8.88 eV
HOMO-LUMO gap = 8.50 eV
SMILES = S=CCSBc1ccccc1

The geometry in ORCA input format:
```
! RIJCOSX wB97M-V def2-TZVPD def2/J DEFGRID3
* xyz 0 1
S -1.012 -0.178 1.796
S -1.113 3.683 3.089
C 1.842 -0.867 -2.577
C 0.469 -0.338 -0.648
C -1.687 2.176 2.975
C -0.399 -1.707 -2.457
C 0.804 -1.597 -3.135
C 1.673 -0.242 -1.356
C -0.559 -1.090 -1.232
C -0.898 0.963 3.252
B 0.291 0.362 0.724
H -1.214 -2.275 -2.885
H 0.999 1.220 1.088
H 2.784 -0.780 -3.097
H -1.502 -1.179 -0.708
H 2.488 0.328 -0.928
H -2.709 2.006 2.652
H 0.930 -2.076 -4.096
H 0.145 1.192 3.463
H -1.335 0.399 4.079
*
```

=====

C8H9BrO | ωB97M-V with the def2-TZVPD basis set

Summary:
energy above the lowest of the compared OMol25 structures with the same formula, charge and spin = 1.896 eV
highest occupied orbital energy (alpha / beta) = -6.80 / -9.24 eV
HOMO-LUMO gap (alpha / beta) = 7.60 / 7.35 eV

The geometry in ORCA input format:
```
! RIJCOSX wB97M-V def2-TZVPD def2/J DEFGRID3
* xyz 0 3
Br 1.295 -1.667 2.226
O 0.511 -3.930 0.749
C -2.190 0.914 0.263
C 0.579 -2.782 0.760
C -1.215 0.463 1.336
C 1.778 0.728 -0.332
C -0.817 0.350 -0.097
C 0.445 0.264 -0.885
C -0.459 -0.872 -0.815
C 1.367 1.177 -1.719
H -1.515 -0.360 1.877
H -0.814 -1.755 -1.355
H 1.710 1.404 0.436
H -0.635 1.006 1.983
H 1.730 0.635 -2.537
H 0.809 2.125 -1.941
H 2.577 -0.050 -0.091
H -2.155 1.952 0.167
H -3.000 0.400 -0.025
*
```

=====

C8H9Cl3CoGeN4O5 | ωB97M-V with the def2-TZVPD basis set

Summary:
highest occupied orbital energy (alpha / beta) = -6.24 / -6.24 eV
HOMO-LUMO gap (alpha / beta) = 8.01 / 5.91 eV

The geometry in ORCA input format:
```
! RIJCOSX wB97M-V def2-TZVPD def2/J DEFGRID3
* xyz -1 1
Ge 1.626 0.891 -2.421
Co 0.621 -0.233 -0.144
Cl -0.027 1.759 -3.770
Cl 2.810 -0.193 -3.960
Cl 2.889 2.731 -2.248
O -0.401 -1.475 1.719
O 0.883 1.288 0.882
O -0.066 -1.493 -1.279
O -1.932 -2.328 -2.166
O -0.005 3.206 1.577
N 5.885 -2.208 2.871
N 2.216 -0.987 0.216
N 3.705 -1.971 1.829
N -1.275 0.532 -0.196
C -2.004 0.215 1.046
C 0.029 2.243 0.845
C -1.771 -1.227 1.488
C -1.939 -0.053 -1.366
C 2.994 -1.410 0.995
C 4.883 -2.045 2.322
C -1.082 1.987 -0.224
C -1.290 -1.442 -1.647
H -3.080 0.398 0.910
H -2.361 -1.442 2.388
H -1.646 0.888 1.834
H -2.002 2.535 0.016
H -1.751 0.558 -2.254
H -3.021 -0.161 -1.231
H -0.094 -0.956 2.473
H -0.723 2.313 -1.204
H -2.070 -1.919 0.698
*
```

=====

C8H9ClOS | ωB97M-V with the def2-TZVPD basis set

Summary:
energy above the lowest of the compared OMol25 structures with the same formula, charge and spin = 1.741 eV
highest occupied orbital energy = -8.80 eV
HOMO-LUMO gap = 9.59 eV

The geometry in ORCA input format:
```
! RIJCOSX wB97M-V def2-TZVPD def2/J DEFGRID3
* xyz 0 1
Cl -1.409 2.893 -0.506
S 1.452 0.050 -1.337
O 0.688 -1.187 -1.228
C -1.091 0.753 1.223
C 3.003 -0.101 -0.288
C -1.327 -0.622 1.491
C -1.747 0.368 -1.122
C 2.047 0.899 0.272
C -1.707 -1.499 0.473
C -1.368 1.193 -0.065
C -1.858 -0.990 -0.813
H 2.924 -1.111 0.112
H -0.721 1.450 1.977
H -1.336 -0.960 2.454
H 2.434 1.953 0.311
H 3.940 0.052 -0.722
H -1.988 -1.682 -1.666
H -1.619 0.581 -2.167
H -1.774 -2.584 0.551
H 1.454 0.543 1.049
*
```

=====

Number 1: electronic energy -34133.4777 eV. Number 2: electronic energy -25347.7147 eV. Number 3: electronic energy -30989.1268 eV. Number 4: electronic energy -23350.6364 eV. Number 5: electronic energy -14564.7548 eV. Number 6: electronic energy -14560.7528 eV. Number 7: electronic energy -16613.3785 eV. Number 8: electronic energy -32140.3873 eV. Number 9: electronic energy -30788.7412 eV. Number 10: electronic energy -80523.5667 eV. Number 11: electronic energy -156355.9120 eV. Number 12: electronic energy -33844.4774 eV.